Entry 1:
Below is C23H27BiN5Se as an isolated structure in a non-equilibrium geometry, with properties calculated with wB97M-V/def2-TZVPD.

```
57
Properties=species:S:1:pos:R:3:forces:R:3
Bi -0.572 -2.340 -0.626 -0.317 -0.270 -0.105
N -1.768 -0.624 3.121 -0.260 -0.003 0.297
C -2.815 -0.469 0.958 -0.102 -0.044 0.339
C -4.135 -0.366 1.383 0.005 0.008 -0.147
C -5.166 -0.753 0.550 0.156 -0.033 -0.111
C -4.860 -1.210 -0.725 0.056 0.051 0.089
C -3.530 -1.328 -1.069 -0.294 0.028 -0.150
N -2.533 -1.000 -0.235 0.281 -0.090 -0.246
C -0.617 -0.977 3.803 0.068 -0.231 0.304
C -0.619 -1.006 5.206 0.004 0.007 -0.177
C 0.539 -1.361 5.852 0.167 -0.059 -0.127
C 1.666 -1.692 5.098 -0.099 0.005 0.131
C 1.555 -1.655 3.726 0.038 0.027 0.079
N 0.442 -1.310 3.082 -0.004 0.179 -0.136
H -2.512 -0.295 3.719 0.111 0.028 -0.038
H -4.349 0.015 2.366 -0.029 0.036 0.144
H -6.189 -0.697 0.885 -0.122 0.053 0.018
H -5.633 -1.478 -1.429 -0.006 -0.059 -0.050
H -3.231 -1.695 -2.040 0.009 -0.090 -0.045
H -1.507 -0.739 5.758 -0.124 0.051 0.068
H 0.574 -1.371 6.931 0.020 -0.026 0.093
H 2.593 -1.966 5.572 0.131 -0.048 0.037
H 2.395 -1.903 3.092 0.116 -0.060 -0.012
C -0.104 1.892 2.273 -0.116 -0.045 0.054
C -1.538 1.555 1.860 0.019 -0.019 -0.066
C -2.505 2.218 2.841 0.102 -0.076 -0.135
C -1.776 2.109 0.456 0.038 0.046 0.125
C -1.674 -0.004 1.826 0.234 0.151 -0.249
H 0.024 2.970 2.331 0.004 0.134 0.004
H 0.606 1.501 1.549 0.125 -0.074 -0.092
H 0.143 1.472 3.244 0.049 -0.025 0.143
H -2.333 3.292 2.845 0.014 0.103 -0.003
H -2.354 1.868 3.860 0.011 -0.022 0.112
H -3.544 2.065 2.560 -0.180 -0.022 -0.016
H -1.527 3.167 0.437 0.001 0.132 -0.030
H -2.812 2.002 0.145 -0.151 0.004 -0.069
H -1.146 1.602 -0.272 0.111 -0.093 -0.148
H -0.740 -0.389 1.396 -0.320 0.100 0.007
C 2.192 -2.392 -3.795 -0.004 -0.329 -0.027
N 2.438 -0.972 -3.672 -0.210 0.060 -0.027
C 1.953 -0.164 -2.735 -0.307 -0.510 2.320
Se 1.314 -0.636 -0.794 0.653 0.538 -1.485
N 2.452 1.059 -2.923 -0.166 0.194 -0.026
C 3.277 1.065 -4.030 0.244 -0.150 -0.481
C 4.014 2.067 -4.651 -0.107 -0.108 0.083
C 4.721 1.701 -5.776 0.032 -0.152 -0.077
C 4.702 0.386 -6.268 0.051 0.185 0.032
C 3.976 -0.609 -5.652 -0.095 -0.001 0.127
C 3.263 -0.243 -4.517 0.134 0.479 -0.173
H 1.658 -2.729 -2.912 -0.019 0.005 -0.069
H 3.145 -2.917 -3.865 -0.024 0.038 0.014
H 1.601 -2.599 -4.687 -0.006 0.030 0.066
H 2.262 1.837 -2.311 -0.022 -0.071 0.007
H 4.039 3.075 -4.269 -0.020 0.108 0.018
H 5.306 2.444 -6.294 0.071 0.073 -0.046
H 5.276 0.148 -7.149 0.053 -0.008 -0.090
H 3.965 -1.617 -6.031 -0.009 -0.136 -0.058
```
Forces are in eV/Å.

## Properties
Orbital gap in eV: 6.7
HOMO level in eV: -9.4
Relative energy (zero: lowest compared OMol25 entry of this formula, charge and spin) in kcal per mole: 0.00
Net charge: +1
Lowest unoccupied orbital energy in Eh: -0.101
Largest force on an atom in eV/A: 2.395


Entry 2:
Below is C23H27ClN2O2PPdSi as an isolated structure, with properties calculated with wB97M-V/def2-TZVPD.

```
58
Properties=species:S:1:pos:R:3:forces:R:3
Pd -0.830 0.144 0.638 0.624 -0.022 -0.609
C 2.402 1.272 1.716 0.002 0.026 0.028
C 1.421 2.292 1.240 -0.060 -0.180 -0.077
C 1.605 3.651 1.373 0.043 0.086 -0.019
C 0.570 4.518 0.988 0.011 -0.004 0.007
C -0.610 4.039 0.482 0.176 -0.135 -0.028
C -0.736 2.634 0.329 -0.318 0.168 -0.005
N 0.299 1.824 0.681 -0.052 -0.028 0.189
N -1.773 1.906 -0.078 -0.017 -0.071 0.283
Si -3.471 2.133 -0.243 0.054 0.036 0.038
C -4.058 1.015 -1.611 0.006 -0.026 -0.067
C -3.896 3.916 -0.693 0.004 0.024 -0.016
C -4.316 1.680 1.357 -0.008 -0.019 0.035
H 3.344 1.734 2.009 -0.006 -0.001 0.011
H 2.590 0.530 0.937 0.003 0.025 -0.004
H 1.960 0.747 2.567 0.006 0.057 -0.022
H 2.527 4.029 1.791 -0.012 0.012 0.004
H 0.703 5.587 1.118 -0.014 -0.001 -0.009
H -1.436 4.683 0.223 0.003 0.033 -0.008
H -3.547 1.250 -2.548 -0.011 -0.006 -0.003
H -5.135 1.112 -1.774 -0.003 -0.002 0.001
H -3.838 -0.022 -1.349 -0.002 0.003 -0.005
H -3.229 4.297 -1.470 -0.015 -0.002 -0.015
H -3.834 4.582 0.170 0.014 -0.001 0.000
H -4.918 3.965 -1.079 -0.006 0.010 0.016
H -4.078 0.642 1.603 -0.002 0.004 0.010
H -5.403 1.782 1.294 0.000 0.003 -0.010
H -3.955 2.305 2.178 -0.004 -0.006 0.001
O -3.028 -3.006 -0.697 0.057 0.017 -0.038
C -2.143 -2.343 -0.178 -0.131 0.011 0.120
O -2.308 -1.156 0.305 -0.132 -0.169 -0.132
C -0.748 -2.956 -0.008 0.023 -0.008 0.004
P 0.542 -1.671 0.073 -0.086 0.145 0.121
C 1.905 -2.495 0.956 -0.001 0.039 0.089
C 2.660 -3.520 0.381 -0.033 0.055 0.004
C 3.636 -4.166 1.121 0.016 -0.018 -0.027
C 3.865 -3.798 2.442 -0.008 0.008 0.018
C 3.111 -2.789 3.020 -0.007 0.009 -0.022
C 2.129 -2.136 2.283 0.045 0.062 0.015
C 1.153 -1.528 -1.639 -0.158 0.020 -0.037
C 0.263 -1.738 -2.692 -0.010 -0.050 -0.002
C 0.662 -1.532 -4.004 0.036 0.025 -0.004
C 1.951 -1.099 -4.281 -0.028 -0.001 -0.018
C 2.837 -0.868 -3.239 0.004 -0.012 0.035
C 2.440 -1.078 -1.926 0.021 -0.010 0.026
H -0.563 -3.714 -0.769 -0.002 -0.034 0.019
H -0.740 -3.441 0.972 -0.016 0.030 0.007
H 2.484 -3.813 -0.647 -0.007 0.020 -0.039
H 4.217 -4.961 0.669 0.000 0.005 0.001
H 4.630 -4.303 3.019 -0.004 -0.002 -0.004
H 3.280 -2.503 4.051 -0.009 -0.003 0.003
H 1.520 -1.356 2.737 -0.046 -0.145 -0.003
H -0.754 -2.056 -2.489 0.017 0.002 -0.023
H -0.041 -1.702 -4.810 -0.003 -0.001 0.002
H 2.261 -0.933 -5.305 0.001 -0.001 0.002
H 3.842 -0.519 -3.445 -0.002 -0.001 0.002
H 3.139 -0.890 -1.120 0.014 -0.018 0.032
Cl -0.559 -0.178 3.376 0.029 0.040 0.120
```
Forces are in eV/Å.

## Properties
Orbital gap in eV: 7.1
HOMO level in eV: -4.4
Relative energy (zero: lowest compared OMol25 entry of this formula, charge and spin) in kcal per mole: 16.46
Net charge: -1
Lowest unoccupied orbital energy in Eh: 0.098
Largest force on an atom in eV/A: 0.872


Q: The highest HOMO level belongs to which entry?
A: C23H27ClN2O2PPdSi